# 1
The following is a quantum chemistry calculation of an isolated ion of composition C7H11N4 and charge +1 at a distorted geometry, from the OMol25 dataset.

Properties
SMILES	C[N+]#CN(CN)C(C)=C=C=N
net charge	+1
energy above the lowest of the compared OMol25 structures with the same formula, charge and spin	140.9	kcal/mol
energy	-13386.035	eV
Kohn-Sham gap	8.615	eV

Each line ends with the Mulliken charge.
Positions of all 22 atoms, in Å:
C  3.735  -1.027  0.436  -0.70
N  2.436  -0.529  0.596  0.06
C  1.316  -0.387  0.356  0.60
N  0.118  0.051  0.358  -0.01
C  0.092  1.523  0.345  -1.01
N  -0.562  2.295  -0.656  -0.42
C  -1.126  -0.708  0.008  0.97
C  -0.679  -2.025  -0.495  -1.51
C  -2.362  -0.271  -0.223  -0.49
C  -3.249  0.641  0.009  0.16
N  -4.040  1.508  0.236  -0.42
H  3.740  -1.992  1.069  0.30
H  3.865  -1.402  -0.620  0.33
H  4.464  -0.241  0.952  0.30
H  -0.380  1.934  1.362  0.32
H  1.102  1.732  0.330  0.50
H  -0.234  1.890  -1.577  0.28
H  -1.573  2.423  -0.649  0.24
H  0.157  -2.322  0.122  0.46
H  -1.536  -2.778  -0.456  0.34
H  -0.259  -1.927  -1.441  0.38
H  -5.025  1.610  -0.063  0.32



# 2
The following is a quantum chemistry calculation of C34H58IrN4O2Se as an isolated structure, from the OMol25 dataset.

Properties
net charge	+2
energy	-114425.525	eV
multiplicity	6
Kohn-Sham gap (alpha / beta)	8.243 / 6.354	eV

Each line ends with the Mulliken charge.
Positions of all 100 atoms, in Å:
Ir  -1.650  -1.138  0.897  4.80
N  -2.344  0.543  2.453  -0.62
C  -3.768  0.493  2.821  -0.90
C  -4.570  -0.122  1.687  -0.54
N  -4.073  -1.457  1.322  -0.02
C  -4.674  -1.891  0.049  -0.58
C  -3.873  -3.002  -0.609  -0.94
N  -2.523  -2.496  -0.907  -0.51
C  -4.307  -2.454  2.387  -0.89
C  -3.075  -2.753  3.240  -0.86
N  -1.906  -2.991  2.381  -0.65
H  -1.755  0.595  3.277  0.10
H  -2.148  1.370  1.899  0.23
H  -4.171  1.485  3.032  0.56
H  -3.877  -0.095  3.731  0.35
H  -4.479  0.522  0.810  0.03
H  -5.630  -0.161  1.965  0.51
H  -4.679  -1.036  -0.629  0.21
H  -5.714  -2.206  0.190  0.41
H  -4.399  -3.329  -1.508  0.54
H  -3.781  -3.868  0.046  0.40
H  -2.581  -1.817  -1.661  0.17
H  -1.920  -3.244  -1.234  0.23
H  -4.621  -3.389  1.921  0.56
H  -5.128  -2.137  3.037  0.35
H  -3.307  -3.614  3.872  0.57
H  -2.834  -1.920  3.899  0.27
H  -2.013  -3.861  1.870  0.25
H  -1.074  -3.094  2.951  0.18
C  1.050  0.654  -5.960  -1.50
C  1.005  1.965  -5.148  1.92
C  2.441  2.410  -4.809  -1.58
C  0.340  3.043  -6.006  -2.17
C  0.254  1.699  -3.864  -1.14
C  0.717  0.689  -2.988  -0.57
C  0.006  0.345  -1.879  0.42
Se  0.516  -1.269  -0.920  -0.07
C  1.891  -0.913  0.390  -0.27
C  3.200  -1.017  0.034  -0.64
C  4.213  -0.978  1.019  -1.00
C  3.822  -0.814  2.357  0.05
C  2.514  -0.741  2.780  -0.74
C  1.469  -0.797  1.765  1.13
O  0.247  -0.727  2.062  -0.97
C  2.173  -0.624  4.263  2.03
C  1.414  0.690  4.526  -1.31
C  3.427  -0.625  5.139  -2.31
C  1.310  -1.828  4.695  -1.27
C  5.659  -1.165  0.613  1.90
C  6.048  -0.047  -0.372  -1.56
C  5.783  -2.534  -0.087  -1.53
C  6.620  -1.136  1.801  -2.16
C  -1.251  0.979  -1.552  -0.01
O  -1.943  0.592  -0.574  -1.05
C  -1.677  2.089  -2.405  -0.78
C  -0.917  2.387  -3.512  0.42
C  -2.951  2.871  -2.099  1.83
C  -3.107  4.073  -3.033  -2.27
C  -2.934  3.411  -0.654  -1.43
C  -4.163  1.941  -2.312  -1.57
H  1.543  0.842  -6.913  0.45
H  0.041  0.290  -6.163  0.37
H  1.605  -0.130  -5.445  0.34
H  2.967  2.649  -5.733  0.47
H  2.999  1.625  -4.297  0.33
H  2.432  3.299  -4.177  0.37
H  0.902  3.151  -6.933  0.45
H  0.336  4.015  -5.510  0.41
H  -0.683  2.773  -6.275  0.44
H  1.643  0.173  -3.203  0.52
H  3.459  -1.136  -1.010  0.55
H  4.597  -0.754  3.104  0.72
H  2.051  1.549  4.308  0.37
H  1.129  0.741  5.577  0.47
H  0.516  0.759  3.916  -0.05
H  4.075  0.226  4.923  0.46
H  3.998  -1.549  5.030  0.46
H  3.124  -0.550  6.183  0.45
H  0.340  -1.794  4.205  -0.08
H  1.156  -1.795  5.774  0.51
H  1.809  -2.769  4.452  0.37
H  5.421  -0.054  -1.265  0.34
H  7.082  -0.187  -0.687  0.46
H  5.966  0.931  0.103  0.37
H  5.221  -2.571  -1.021  0.35
H  5.427  -3.335  0.565  0.38
H  6.830  -2.728  -0.318  0.45
H  6.596  -0.176  2.320  0.41
H  7.637  -1.285  1.440  0.45
H  6.406  -1.936  2.512  0.43
H  -1.241  3.196  -4.148  0.70
H  -2.253  4.749  -2.961  0.47
H  -3.998  4.628  -2.740  0.44
H  -3.238  3.772  -4.073  0.44
H  -2.010  3.960  -0.460  0.37
H  -3.024  2.609  0.074  0.09
H  -3.768  4.099  -0.515  0.49
H  -4.184  1.565  -3.337  0.38
H  -5.087  2.495  -2.135  0.46
H  -4.125  1.098  -1.627  0.16



# 3
The following is a quantum chemistry calculation of one molecule with the formula C5H13NO2 at a distorted geometry, from the OMol25 dataset.

Properties
SMILES	OCCCNCCO
net charge	0
energy above the lowest of the compared OMol25 structures with the same formula, charge and spin	54.2	kcal/mol
energy	-10979.528	eV
Kohn-Sham gap	9.145	eV

Each line ends with the Mulliken charge.
Positions of all 21 atoms, in Å:
O  -2.439  0.789  -0.244  -0.54
C  -1.941  0.381  1.058  -0.46
C  -0.926  1.370  1.515  -0.48
C  0.283  1.474  0.514  -0.93
N  0.470  0.484  -0.477  -0.10
C  1.291  -0.669  -0.251  -0.33
C  1.009  -1.791  -1.272  -0.61
O  2.184  -2.562  -1.526  -0.52
H  -2.391  0.002  -0.795  0.30
H  -1.412  -0.574  0.964  0.20
H  -2.849  0.245  1.640  0.38
H  -0.507  1.054  2.480  0.31
H  -1.379  2.354  1.573  0.32
H  1.190  1.731  1.074  0.35
H  0.174  2.455  0.040  0.41
H  0.105  0.636  -1.392  0.24
H  1.175  -1.049  0.765  0.27
H  2.366  -0.469  -0.382  0.31
H  0.677  -1.320  -2.204  0.31
H  0.252  -2.477  -0.883  0.26
H  2.670  -2.063  -2.197  0.30



# 4
The following is a quantum chemistry calculation of H6O3Rb as an isolated structure at a distorted geometry, from the OMol25 dataset.

Properties
net charge	+1
energy above the lowest of the compared OMol25 structures with the same formula, charge and spin	247.8	kcal/mol
energy	-6880.141	eV
Kohn-Sham gap	9.978	eV

Each line ends with the Mulliken charge.
Positions of all 10 atoms, in Å:
Rb  -1.007  -1.061  0.097  0.83
O  0.615  0.092  -0.137  -0.79
H  0.488  1.022  0.050  0.43
H  1.134  0.077  -0.941  0.39
O  0.856  -1.480  0.936  -0.88
H  0.878  -1.164  1.840  0.32
H  1.051  -0.706  0.407  0.61
O  -1.494  0.716  -0.725  -0.69
H  -1.703  1.487  -0.197  0.39
H  -0.817  1.018  -1.331  0.40



# 5
The following is a quantum chemistry calculation of one molecule with the formula C4H7NO at a distorted geometry, from the OMol25 dataset.

Properties
net charge	0
energy above the lowest of the compared OMol25 structures with the same formula, charge and spin	99.8	kcal/mol
energy	-7795.317	eV
Kohn-Sham gap (alpha / beta)	8.017 / 8.023	eV

Each line ends with the Mulliken charge.
Positions of all 13 atoms, in Å:
O  -2.793  -0.201  1.040  -0.45
C  -1.660  -0.456  0.720  0.01
C  -0.688  0.680  0.477  -0.41
N  0.471  0.235  -0.252  0.07
C  0.459  -0.359  -1.445  -0.62
C  1.681  0.126  0.306  -0.73
H  -1.272  -1.503  0.632  0.36
H  -0.352  1.019  1.463  0.29
H  -1.177  1.496  -0.052  0.30
H  1.271  -0.187  -2.132  0.33
H  -0.330  -1.048  -1.708  0.26
H  2.256  -0.777  0.169  0.33
H  2.135  0.976  0.781  0.28



# 6
The following is a quantum chemistry calculation of one molecule with the formula C6H9N at a distorted geometry, from the OMol25 dataset.

Properties
SMILES	Cc1cc[nH]c1C
net charge	0
energy above the lowest of the compared OMol25 structures with the same formula, charge and spin	12.8	kcal/mol
energy	-7857.603	eV
Kohn-Sham gap	8.867	eV

Each line ends with the Mulliken charge.
Positions of all 16 atoms, in Å:
C  -0.872  1.664  1.086  -1.16
C  -0.372  0.651  0.099  0.86
C  -0.184  0.880  -1.295  -0.69
C  0.253  -0.301  -1.836  -0.51
N  0.501  -1.183  -0.813  -0.06
C  0.087  -0.618  0.381  0.00
C  0.559  -1.027  1.750  -1.33
H  -1.859  1.352  1.425  0.28
H  -0.267  1.699  1.983  0.29
H  -0.960  2.637  0.609  0.32
H  -0.214  1.789  -1.869  0.39
H  0.200  -0.640  -2.861  0.36
H  0.466  -2.178  -0.989  0.27
H  1.304  -1.806  1.623  0.35
H  -0.247  -1.449  2.351  0.29
H  1.007  -0.208  2.301  0.36



> Number 5 is which compound?

C4H7NO